(1)
# C50H43Cl5O4P2S6Sn

A molecular structure, C50H43Cl5O4P2S6Sn (ωB97M-V/def2-TZVPD, the OMol25 dataset).

Structure (XYZ):
```
111
Properties=species:S:1:pos:R:3
Sn -1.602 -0.348 -0.576
Cl 0.590 2.703 -0.292
C -0.353 3.538 -1.543
Cl -1.949 2.819 -1.794
H 0.193 3.486 -2.478
H -0.498 4.558 -1.206
Cl -7.351 -4.866 -1.355
C -5.828 -4.111 -0.988
C -5.804 -2.939 -0.257
C -4.584 -2.362 0.036
Cl -4.556 -0.853 0.903
C -3.349 -2.905 -0.356
O -2.198 -2.364 -0.041
C -3.447 -4.082 -1.121
Cl -1.986 -4.771 -1.752
C -4.651 -4.685 -1.433
H -6.718 -2.472 0.080
H -4.665 -5.584 -2.031
O 0.327 -0.732 1.232
P 1.740 -1.199 1.140
C 2.672 -0.440 -0.233
P 1.926 -0.814 -1.853
O 0.436 -0.851 -1.807
C 2.525 0.455 -2.978
C 3.482 1.414 -2.662
C 3.776 2.421 -3.570
C 3.109 2.477 -4.786
C 2.161 1.516 -5.113
C 1.877 0.501 -4.214
C 2.588 -2.393 -2.389
C 1.699 -3.453 -2.534
C 2.171 -4.684 -2.969
C 3.516 -4.846 -3.266
C 4.400 -3.781 -3.134
C 3.937 -2.551 -2.699
C 1.911 -2.971 0.941
C 3.181 -3.547 0.876
C 3.310 -4.914 0.715
C 2.169 -5.707 0.648
C 0.909 -5.137 0.733
C 0.770 -3.760 0.867
C 2.678 -0.785 2.626
C 2.088 -1.161 3.834
C 2.714 -0.871 5.033
C 3.934 -0.205 5.034
C 4.526 0.166 3.838
C 3.899 -0.123 2.633
H 3.710 -0.778 -0.229
H 2.628 0.643 -0.087
H 3.997 1.389 -1.709
H 4.518 3.168 -3.322
H 3.324 3.278 -5.481
H 1.630 1.566 -6.055
H 1.132 -0.248 -4.454
H 0.650 -3.308 -2.306
H 1.484 -5.512 -3.079
H 3.880 -5.804 -3.614
H 5.446 -3.909 -3.380
H 4.620 -1.713 -2.609
H 4.068 -2.927 0.962
H 4.292 -5.362 0.649
H 2.268 -6.779 0.529
H 0.027 -5.760 0.685
H -0.212 -3.300 0.896
H 1.130 -1.669 3.823
H 2.251 -1.158 5.968
H 4.421 0.028 5.972
H 5.477 0.684 3.841
H 4.365 0.182 1.705
O -2.236 1.562 1.477
S -2.957 1.451 2.782
C -3.029 3.155 3.506
C -2.553 4.172 2.516
C -3.363 4.555 1.451
C -2.920 5.488 0.528
C -1.656 6.051 0.662
C -0.838 5.665 1.715
C -1.284 4.727 2.634
C -1.732 0.680 3.904
C -0.571 1.566 4.215
C -0.438 2.156 5.471
C 0.609 3.028 5.735
C 1.536 3.318 4.744
C 1.411 2.729 3.493
C 0.366 1.857 3.227
H -2.438 3.183 4.420
H -4.081 3.296 3.753
H -4.348 4.116 1.343
H -3.560 5.776 -0.296
H -1.315 6.794 -0.048
H 0.147 6.098 1.826
H -0.641 4.424 3.453
H -1.437 -0.195 3.320
H -2.278 0.357 4.793
H -1.158 1.926 6.248
H 0.695 3.483 6.713
H 2.354 3.997 4.947
H 2.134 2.949 2.717
H 0.260 1.401 2.251
C -5.857 0.743 -3.152
S -5.464 -0.079 -4.720
C -3.784 0.390 -4.910
C -2.754 -0.011 -4.134
S -2.818 -1.133 -2.817
S -1.198 0.637 -4.609
C -1.698 1.583 -5.964
S -0.650 2.471 -6.875
S -3.396 1.481 -6.226
H -6.819 0.348 -2.830
H -5.925 1.820 -3.291
H -5.100 0.487 -2.413
```

2S+1: 1
Net charge: 0
Relative energy (zero: lowest compared OMol25 entry of this formula, charge and spin) (kcal per mole): 8.2
LUMO level (eV): 0.11
E_HOMO (eV): -6.847

---

(2)
# C50H44BrCaN3O2P2STe

A molecular structure, C50H44BrCaN3O2P2STe (ωB97M-V/def2-TZVPD, the OMol25 dataset).

Structure (XYZ):
```
105
Properties=species:S:1:pos:R:3
Ca 0.396 1.449 0.668
Br 7.608 4.402 1.104
C 5.953 3.485 1.229
C 5.928 2.159 1.687
C 4.741 1.489 1.804
C 3.497 2.090 1.451
O 2.397 1.458 1.610
C 3.550 3.430 0.950
C 2.404 4.188 0.542
N 1.203 3.782 0.275
C 0.265 4.758 -0.131
C 0.581 5.964 -0.715
C -0.409 6.910 -1.042
C -1.727 6.654 -0.803
C -2.106 5.404 -0.266
C -3.458 5.056 -0.049
C -3.771 3.812 0.415
C -2.721 2.902 0.646
N -1.456 3.198 0.475
C -1.118 4.441 0.045
C 4.788 4.107 0.883
H 6.858 1.674 1.957
H 4.709 0.472 2.172
H 2.629 5.254 0.460
H 1.609 6.208 -0.948
H -0.106 7.848 -1.489
H -2.495 7.380 -1.042
H -4.230 5.783 -0.271
H -4.793 3.500 0.580
H -2.939 1.888 0.952
H 4.810 5.134 0.536
Te -0.592 -3.027 1.089
C -0.912 -4.959 0.301
C -1.396 -5.147 -0.986
C -1.582 -6.440 -1.452
N -1.327 -7.534 -0.735
C -0.866 -7.343 0.499
C -0.642 -6.093 1.058
C -0.374 -2.005 -0.731
P -1.480 -0.588 -0.722
C -1.710 -0.094 -2.481
C -2.006 1.234 -2.776
C -2.206 1.641 -4.088
C -2.106 0.720 -5.120
C -1.801 -0.605 -4.837
C -1.599 -1.007 -3.526
C -3.135 -1.259 -0.317
C -3.778 -2.185 -1.135
C -5.010 -2.709 -0.773
C -5.617 -2.312 0.411
C -4.985 -1.394 1.236
C -3.750 -0.875 0.872
P 1.300 -1.281 -0.723
C 1.646 -0.781 -2.457
C 1.549 -1.649 -3.543
C 1.820 -1.206 -4.826
C 2.186 0.118 -5.046
C 2.295 0.990 -3.976
C 2.034 0.535 -2.687
C 2.433 -2.700 -0.541
C 2.154 -3.951 -1.091
C 3.044 -5.001 -0.933
C 4.229 -4.809 -0.233
C 4.519 -3.566 0.309
C 3.622 -2.515 0.158
H -1.600 -4.289 -1.617
H -1.957 -6.604 -2.458
H -0.653 -8.239 1.076
H -0.243 -6.021 2.064
H -2.080 1.959 -1.971
H -2.429 2.680 -4.303
H -2.255 1.035 -6.146
H -1.706 -1.322 -5.645
H -1.316 -2.027 -3.287
H -3.308 -2.498 -2.059
H -5.498 -3.432 -1.416
H -6.579 -2.725 0.691
H -5.449 -1.091 2.168
H -3.236 -0.191 1.536
H 1.248 -2.676 -3.377
H 1.740 -1.889 -5.663
H 2.389 0.463 -6.053
H 2.588 2.021 -4.136
H 2.155 1.216 -1.848
H 1.219 -4.100 -1.617
H 2.809 -5.973 -1.351
H 4.925 -5.630 -0.107
H 5.441 -3.414 0.857
H 3.838 -1.546 0.592
C 1.260 0.138 6.153
C 0.716 1.002 5.027
S -0.058 0.040 3.715
O -0.501 1.103 2.731
C -1.585 -0.510 4.497
C -2.534 0.616 4.870
H 1.789 0.765 6.871
H 1.964 -0.605 5.775
H 0.467 -0.381 6.693
H 1.514 1.512 4.485
H 0.000 1.753 5.364
H -1.277 -1.113 5.355
H -2.019 -1.197 3.768
H -2.228 1.117 5.789
H -3.536 0.218 5.025
H -2.576 1.352 4.067
```

2S+1: 1
Net charge: 0
Relative energy (zero: lowest compared OMol25 entry of this formula, charge and spin) (kcal per mole): 8.7
LUMO level (eV): -0.69
E_HOMO (eV): -6.266

---

What is the formula in the second record?
C50H44BrCaN3O2P2STe

---

Among the records above, which one has the highest LUMO level?
C50H43Cl5O4P2S6Sn